1.
38
Properties=species:S:1:pos:R:3:forces:R:3 method="wB97M-V/def2-TZVPD" charge=-1 orbital_gap_ev=8.8460 spin_multiplicity=1 homo_energy_ev=-6.6 fmax_ha_per_bohr=0.11584
S 2.00036 1.46738 -0.55572 -1.940 -0.882 4.129
P -5.20863 -1.53787 -1.29314 0.106 0.216 -0.091
F -6.10981 -0.31426 -0.94651 -5.483 2.100 1.006
F -5.70322 -2.20059 0.02794 -4.226 -0.451 4.116
F -4.72391 -1.92820 -2.72185 4.234 0.282 -4.091
F -4.28457 -0.28623 -1.38505 5.327 2.029 -0.556
F -6.44190 -2.17077 -2.00538 -5.499 -2.068 0.468
F -3.98959 -2.32633 -0.72712 5.492 -2.122 -0.852
O -0.91117 1.72380 -0.83241 1.385 3.006 0.984
O 3.72817 1.64358 -0.64634 -0.786 2.805 -1.392
O 1.66958 1.86417 0.90640 0.974 -0.318 -4.728
O 1.28030 2.50426 -1.70146 0.114 -0.344 1.455
O -1.76201 -0.39527 0.23713 1.634 -0.149 2.702
N 4.18886 0.46467 -0.19320 1.512 -2.342 1.831
C -0.53359 -2.47633 -0.52656 -0.403 -0.103 0.315
C -1.21941 -1.66592 0.74233 -0.339 -1.054 -1.015
C -1.79187 0.65290 1.26899 -1.560 0.475 -0.887
C -0.11092 2.84006 -1.36022 -1.921 1.203 -0.014
C 4.86510 0.57240 1.15547 0.583 -1.266 0.938
C 5.80586 -0.80086 1.31072 -1.015 0.343 -1.291
C -1.52851 2.09061 0.48434 0.477 -0.614 0.785
H -2.90880 0.70395 1.66639 2.314 -0.134 -0.448
H 4.02402 0.56772 1.98454 1.800 0.215 -1.709
H 6.51243 -0.80758 0.35384 -1.139 -0.027 2.245
H 5.57744 1.49213 1.28422 -1.519 -1.467 -0.460
H -1.04664 0.47497 2.15398 -1.206 0.341 -1.831
H -1.20037 -2.42490 -1.50150 1.166 -0.112 2.272
H -0.78562 2.71618 1.16078 -1.348 -1.178 -1.606
H -0.08083 3.76060 -0.61896 -0.113 -2.003 -1.340
H -0.43284 -3.60666 -0.16517 -0.078 2.372 -0.954
H -0.38718 -1.56250 1.55857 -1.554 0.208 -1.332
H 6.40674 -0.83071 2.31622 -1.248 0.053 -2.107
H -2.50265 2.71667 0.30912 1.748 -1.422 0.222
H 5.08612 -1.73579 1.17101 1.624 1.914 0.615
H 4.76221 -0.04714 -0.89979 -0.560 1.075 0.665
H 0.52303 -2.03597 -0.80305 -2.046 -0.850 0.729
H -2.13364 -2.28719 1.16818 1.955 1.106 -0.837
H -0.63252 3.18502 -2.37675 1.539 -0.837 2.065



2.
11
Properties=species:S:1:pos:R:3:forces:R:3 method="wB97M-V/def2-TZVPD" orbital_gap_ev="6.8731 / 8.4372" spin_multiplicity=3 relative_energy_kj_mol=101.31 homo_energy_ev="-6.3 / -10.0" fmax_ha_per_bohr=0.09024
O 2.80324 -0.03214 0.12498 -0.412 0.497 -0.669
N -0.14343 -1.36002 0.17851 4.088 1.671 1.423
C -0.98381 -2.21446 0.18773 -1.743 1.714 -2.363
C 0.36978 -0.07592 -0.01065 -1.485 1.867 -1.326
C -0.80787 0.91200 -0.20074 -1.195 0.044 0.452
C 1.78327 0.58570 -0.13443 -1.220 -2.432 1.836
H -1.13261 0.92922 -1.31221 0.423 0.165 1.796
H -1.72916 0.56070 0.44562 1.766 0.464 -1.434
H -1.36317 -2.95983 0.79748 0.205 -1.929 1.419
H -0.58974 1.95452 0.20069 0.019 -1.235 -0.904
H 1.79350 1.70023 -0.27698 -0.447 -0.826 -0.230



3.
21
Properties=species:S:1:pos:R:3:forces:R:3 method="wB97M-V/def2-TZVPD" charge=+1 smiles="CSC1=C([N+](=O)[O-])NC[N@H+]1C" orbital_gap_ev="7.2732 / 7.2725" spin_multiplicity=1 relative_energy_kj_mol=623.91 homo_energy_ev="-12.2 / -12.2" fmax_ha_per_bohr=0.14810
S -0.04173 -1.36611 1.51877 -0.552 -1.609 0.472
O 0.84970 0.57227 3.00091 -0.209 0.344 -1.331
O 0.99830 2.67127 2.57864 0.373 1.716 -0.111
N 0.74678 1.55035 2.23312 0.232 -0.480 2.233
N 0.16260 2.25117 -0.17586 0.603 -1.401 2.285
N -0.33175 0.08940 -0.93817 -2.962 -0.975 -0.933
C -0.13382 -0.04594 0.48781 1.150 5.424 2.828
C -0.73056 -2.98312 0.78837 2.454 1.775 -1.122
C -0.70957 1.56650 -1.04795 1.582 0.769 -3.577
C 0.88304 -0.38960 -1.63613 0.148 -1.965 -2.006
C 0.25977 1.37089 0.96682 -2.394 -5.665 -4.492
H 0.22833 -3.46407 0.66139 0.059 -0.623 -0.073
H 0.93898 -1.53377 -1.67329 -0.919 1.519 -0.347
H -1.17060 -2.94535 -0.18757 -0.620 0.262 -0.305
H 1.72347 -0.25167 -1.02507 1.149 1.195 0.814
H -1.77228 1.57745 -0.89604 -0.613 0.289 0.600
H 0.09648 3.25074 -0.07525 -0.082 0.089 0.230
H -1.26052 -0.40393 -1.31994 2.687 0.841 1.105
H -0.45332 1.90936 -2.12251 -0.762 -0.661 1.539
H 0.99333 0.07264 -2.65169 -0.209 -0.518 1.038
H -1.27662 -3.49848 1.51362 -1.116 -0.326 1.154



4.
31
Properties=species:S:1:pos:R:3:forces:R:3 method="wB97M-V/def2-TZVPD" charge=-2 orbital_gap_ev="6.4662 / 4.9734" spin_multiplicity=2 relative_energy_kj_mol=1.06 homo_energy_ev="-2.3 / -2.1" fmax_ha_per_bohr=0.03301
Pt 0.15529 -0.56637 -0.11210 -0.895 -1.436 0.129
Sb 3.14007 -2.22411 -0.10432 -0.738 0.784 0.864
Br -5.04821 -1.78413 3.10939 -0.085 0.064 -0.023
Cl -2.45699 7.02568 0.06159 -0.028 0.035 -0.002
Cl -3.98206 1.84101 0.02163 -0.038 0.029 0.012
Cl 1.26923 3.13868 -0.04289 0.037 0.053 0.005
S 2.28960 0.09112 -0.14744 0.735 -0.372 -0.351
S 0.83042 -2.87309 0.15035 0.118 1.483 -0.493
S 4.21510 -2.57388 1.89273 0.177 -0.154 -0.400
O -1.77856 -1.37584 -0.00109 -0.030 -0.093 0.135
O -1.15599 1.29094 -0.03204 0.628 -0.258 -0.157
O -3.33229 -2.67411 0.90691 -0.036 -0.127 -0.056
C -2.30899 -1.08839 2.34576 -0.171 -0.016 -0.126
C -1.37492 2.54180 -0.01940 0.112 -0.056 0.025
C -1.97746 0.43751 4.69117 0.026 -0.020 0.056
C -2.71932 3.03339 0.00798 -0.001 -0.049 0.010
C -3.33890 -0.95893 3.28323 0.190 0.058 -0.059
C -0.72396 4.93366 0.00887 -0.018 -0.058 -0.005
C -2.05062 5.31808 0.03118 0.049 0.036 -0.009
C -1.09403 -0.48996 2.67141 0.060 0.065 0.116
C -3.05872 4.36934 0.02996 0.007 -0.028 0.005
C -2.48670 -1.79421 0.98648 0.249 0.250 0.005
C -3.18285 -0.19194 4.43220 -0.027 -0.035 -0.013
C -0.91724 0.26577 3.81642 -0.046 -0.046 0.068
C -0.40480 3.58808 -0.01655 -0.104 -0.069 -0.003
H -0.25400 -0.60841 1.98789 -0.163 0.004 0.307
H 0.04304 0.72345 4.01868 0.010 -0.008 -0.047
H -1.86663 1.04691 5.58056 -0.019 -0.009 0.012
H 0.06596 5.67173 0.01164 0.009 -0.005 0.000
H -4.01396 -0.09473 5.11789 -0.006 0.010 -0.016
H -4.09801 4.66725 0.04790 -0.001 -0.034 0.008